85
Properties=species:S:1:pos:R:3:forces:R:3 method="wB97M-V/def2-TZVPD" s2=0.7603 relative_energy_ev=1.408 energy_ha=-7776.738341 mol_weight_g_mol=920.90 lumo_ev="-0.9 / -1.6" total_charge=0 multiplicity=2 homo_energy_ev="-7.48 / -7.39"
Pd 0.5477 0.2178 1.0891 -1.8154 0.9340 -0.3320
Se 1.3739 -0.7495 -1.1090 -0.3440 0.3551 0.3755
Ge -0.0510 2.4205 0.1729 0.8256 1.1529 -0.1172
S 0.1433 1.6472 3.3486 0.0870 -0.1424 -1.0401
S -2.0146 -0.1989 0.5818 0.4787 0.4793 0.4786
S 0.3503 -1.6549 2.7355 0.1939 -0.4512 0.6035
P 0.1721 -0.1922 4.0996 0.1069 -0.9875 0.3325
N -1.6869 -2.4063 -0.8633 0.4189 0.3379 -0.6901
N -1.7910 -0.4037 -2.0179 0.3598 -0.1863 0.1669
N 5.4528 0.5683 0.7312 0.5153 0.1196 0.2550
C 1.5744 -0.3973 5.2449 -0.4277 0.2800 -0.1527
C -0.5227 2.9017 -1.7040 -0.0527 -0.7678 0.5357
C 3.9599 0.5621 -1.1344 -0.1024 -0.0356 0.1847
C -3.0800 4.9536 2.8594 -0.0435 0.1168 0.0654
C 5.1448 0.9128 -0.5099 -0.0272 -0.0315 -0.2504
C 4.4169 4.1254 0.5576 0.0209 0.0629 0.0564
C 2.5784 -1.3976 7.1714 0.0690 -0.1155 0.0939
C -2.5162 0.4860 7.0148 -0.0136 0.0958 0.1361
C -1.3281 3.5107 1.2534 0.3830 -0.8308 -0.2343
C -3.5494 -0.3996 6.7445 -0.0781 0.0084 -0.0120
C 3.5558 4.6647 -0.3836 0.1498 0.1710 -0.0865
C 1.7980 3.1955 0.3507 -0.6507 -0.5230 0.0717
C 3.9717 3.1263 1.4056 0.0567 0.0782 0.0834
C -1.0412 3.7523 -4.3029 -0.0523 0.0342 -0.1065
C 2.2516 4.2125 -0.4798 -0.2361 -0.0546 -0.0160
C 1.4837 -1.2433 6.3411 -0.0353 0.0465 -0.0557
C -1.7627 5.3589 2.7271 -0.0305 0.1386 0.1118
C -1.4006 0.5085 6.2031 -0.0398 -0.0795 0.0302
C 3.3541 -0.5515 0.9043 0.1711 -0.3153 -0.1121
C -2.6538 3.1168 1.3847 -0.0891 -0.1026 -0.1465
C -1.3164 -0.3679 5.1262 0.3717 0.1291 -0.1554
C 2.6796 2.6467 1.2765 -0.0801 -0.2238 0.4467
C -1.5553 -1.0254 -3.2973 0.0981 -0.2662 -0.0859
C -1.6826 -3.1939 0.3452 -0.0171 -0.0856 0.6060
C 3.8464 0.1169 5.7996 0.1139 -0.0299 -0.0153
C -0.8870 4.6319 1.9410 0.2680 -0.0136 -0.2164
C 2.7550 0.2767 4.9688 -0.0668 0.0789 -0.0211
C -3.4755 -1.2506 5.6532 -0.1259 0.0049 0.0930
C -3.5274 3.8318 2.1821 -0.1142 -0.0074 0.0419
C -1.7616 -1.0757 -0.8608 -0.7205 0.1664 -0.3604
C -2.3573 -1.2338 4.8332 0.1450 -0.0801 -0.0100
C 3.7565 -0.7185 6.9009 0.0969 -0.0568 0.0735
C -1.7952 4.2415 -3.2480 -0.0383 0.1272 -0.2077
C 4.5749 -0.1439 1.4174 -0.1366 -0.1219 0.0995
C -0.0334 2.8310 -4.0649 0.0176 0.0178 -0.1344
C 0.2163 2.4099 -2.7722 0.3535 -0.2467 0.0570
C -1.5388 3.8132 -1.9587 -0.0526 0.0084 0.3199
C 3.0366 -0.1836 -0.4065 0.3115 -0.3165 0.0565
H 4.6126 -0.8461 7.5469 0.0521 -0.0011 0.0821
H 3.9060 5.4471 -1.0410 0.0104 0.0902 -0.0791
H 2.5130 -2.0528 8.0290 0.0161 -0.0156 0.0455
H -1.1667 -4.1348 0.1763 -0.0016 -0.0165 -0.1557
H 4.8689 -0.4080 2.4271 -0.0613 -0.0881 0.0651
H 0.5682 2.4501 -4.8798 -0.0062 -0.0014 -0.0554
H -4.4210 -0.4111 7.3843 -0.0467 -0.0359 0.0123
H 4.7631 0.6462 5.5851 0.0972 0.0292 0.0192
H -2.2812 -1.8891 3.9756 0.0175 -0.0280 -0.0362
H 5.4361 4.4767 0.6303 0.0691 0.0718 0.0014
H 1.5707 4.6499 -1.1972 0.0302 0.0739 -0.1570
H 4.6446 2.7158 2.1468 -0.0297 -0.0611 -0.0311
H -2.3625 -1.7284 -3.5218 0.0671 0.0213 -0.0845
H -1.3640 -2.8606 -1.7061 -0.1814 0.0965 0.0146
H 3.7631 0.8524 -2.1561 -0.0404 0.0634 -0.0291
H -1.5249 -0.2591 -4.0655 -0.0192 0.0267 0.0075
H -1.6961 0.6024 -1.9502 -0.0636 -0.1003 0.1002
H -4.2951 -1.9262 5.4502 0.0001 -0.0379 -0.0656
H -2.5736 4.9696 -3.4296 -0.0573 0.0176 -0.0179
H -1.1634 -2.6479 1.1361 -0.1715 -0.1843 -0.1255
H 0.5598 -1.7679 6.5425 -0.0374 -0.0393 0.0505
H 1.0059 1.6916 -2.5790 -0.0104 0.0167 -0.0550
H -0.5931 -1.5513 -3.2991 -0.0518 0.0238 -0.1253
H -1.4079 6.2404 3.2419 0.0011 0.0487 0.0832
H -4.5534 3.5041 2.2805 -0.0563 0.0107 0.0249
H 5.8957 1.4986 -1.0272 -0.0367 0.0224 -0.1238
H 0.1490 4.9368 1.8607 0.0570 0.0407 0.0233
H -0.5902 1.2020 6.3910 -0.0045 0.0360 0.0766
H 2.3453 1.8272 1.9241 0.2333 0.5392 -0.2119
H -3.7551 5.5106 3.4925 -0.0646 0.0592 0.0399
H -3.0050 2.2324 0.8689 -0.0432 0.0418 0.0016
H -2.7067 -3.3918 0.6646 0.0352 -0.0606 0.0511
H 2.6986 -1.2152 1.4722 0.2606 0.2568 -0.0939
H -2.1126 4.2002 -1.1293 -0.1342 0.0926 0.0110
H -1.2345 4.0917 -5.3098 -0.0333 0.0406 -0.0922
H 2.8055 0.9394 4.1145 0.0013 0.0525 -0.0272
H -2.5831 1.1591 7.8581 -0.0193 0.0259 0.0400